Formula: C14H19NSr
Source: the Open Molecules 2025 dataset
Level of theory: ωB97M-V/def2-TZVPD

Structure (XYZ):
```
35
Properties=species:S:1:pos:R:3:forces:R:3:mulliken_charge:R:1
C 0.048 -1.455 -2.043 -0.440 -0.938 0.959 -0.5514
C -1.300 -1.591 -1.535 1.143 -0.847 0.395 -0.4003
C -1.231 -2.286 -0.263 0.857 -0.011 -0.879 -0.6381
C 0.164 -2.580 0.007 -0.439 0.421 -0.918 -0.5413
C 0.952 -2.063 -1.092 -1.536 -0.163 -0.058 -0.3736
Sr -0.140 0.043 0.179 0.285 0.917 -2.380 1.6878
C -1.025 2.002 -1.111 0.153 0.207 1.245 -1.4020
C 0.420 2.019 -1.446 1.590 1.268 -1.822 1.3908
C 0.771 2.492 -2.702 -0.673 -0.373 0.036 -1.5253
N 1.451 1.612 -0.620 -0.100 -0.640 1.920 -0.8550
H -2.041 -2.309 0.484 0.432 -0.287 -0.493 0.2583
H -2.179 -1.070 -1.932 0.377 -0.402 0.064 0.3115
H 0.569 -2.860 0.989 -0.259 -0.124 -0.576 0.3825
H 2.043 -1.981 -1.118 -0.449 -0.178 -0.055 0.2726
H 0.343 -0.851 -2.905 -0.130 -0.254 0.304 0.2980
H -1.807 1.655 -1.802 0.573 0.546 0.182 0.1633
H 2.473 1.545 -0.863 -1.991 0.803 -0.793 -0.0223
H -1.312 2.284 -0.065 -0.006 -0.182 -0.858 0.3116
H -0.046 2.885 -3.284 0.284 0.391 -0.602 0.3347
H 1.824 2.531 -2.924 0.158 0.087 -0.632 0.2620
C 1.270 -0.718 5.308 0.210 -0.164 1.153 -1.6893
C -0.011 0.006 5.000 0.132 -0.200 -3.814 2.2601
C -1.265 -0.743 5.310 -0.508 -0.376 1.291 -1.6791
C -0.025 1.461 5.310 0.015 0.796 1.358 -1.6785
C -0.014 0.007 3.576 -0.011 -0.029 1.017 -4.6872
C 0.029 -0.023 2.390 0.273 -0.293 0.492 2.7164
H 1.288 -0.733 6.380 0.753 -0.425 1.118 0.4532
H 2.152 -0.201 4.925 -0.256 0.082 0.009 0.3502
H 1.282 -1.740 4.919 -0.197 0.222 0.030 0.3292
H -1.287 -0.758 6.383 -0.735 -0.433 1.133 0.4442
H -2.167 -0.253 4.931 0.294 0.101 0.013 0.3404
H -1.261 -1.770 4.928 0.225 0.276 0.026 0.3489
H 0.852 1.995 4.928 -0.137 -0.333 0.019 0.3554
H -0.915 1.976 4.932 0.126 -0.313 0.022 0.3413
H -0.024 1.490 6.384 -0.011 0.847 1.094 0.4310
```
Positions in Å, forces in eV/Å.

Computed properties:
Kohn-Sham gap (eV): 3.19
E_LUMO (eV): 4.877
Total charge: -2
Spin multiplicity: 1
HOMO (eV): 1.69

=====

Formula: C4H10O3
Source: the Open Molecules 2025 dataset
Level of theory: ωB97M-V/def2-TZVPD

Structure (XYZ):
```
17
Properties=species:S:1:pos:R:3:forces:R:3:mulliken_charge:R:1
C -3.029 0.047 1.412 2.461 -1.975 -1.966 -0.5701
C -2.066 0.028 0.414 -0.966 1.228 -0.476 -0.1428
C -1.177 -0.957 -0.015 4.397 -1.171 2.994 0.0957
C 0.065 -0.592 -0.804 1.149 -1.258 -0.101 -0.2836
O 1.332 -1.181 -0.458 -4.598 -1.506 1.489 -0.5088
H -3.739 0.797 1.142 -0.730 0.550 1.467 0.2988
H -2.952 -0.755 2.180 -0.955 0.931 -0.477 0.2831
H -1.958 0.987 -0.138 -0.356 -0.704 0.024 0.2416
H -1.018 -1.947 0.593 -0.912 1.513 -1.491 0.3117
H -0.217 -1.013 -1.814 -0.017 0.525 -0.052 0.2915
H 0.193 0.492 -0.875 -0.355 0.118 -0.218 0.4007
H 2.104 -0.802 -0.956 1.083 2.026 -1.278 0.4050
H 3.773 0.288 -1.746 -0.745 0.231 0.469 0.1763
O 2.892 0.441 -1.353 0.316 -0.729 -0.263 -1.0234
H 2.077 1.024 0.071 0.000 0.822 0.779 0.4129
H 2.179 1.650 1.544 -0.914 -0.315 -1.320 0.2740
O 1.538 1.490 0.802 1.141 -0.287 0.421 -0.6627
```
Positions in Å, forces in eV/Å.

Computed properties:
Kohn-Sham gap (eV): 4.09
E_LUMO (eV): -3.712
Spin multiplicity: 1
HOMO (eV): -7.80
ΔE to the lowest compared entry with this formula, charge and spin (kcal per mole): 161.1

=====

Formula: C11H21BrNO9P2Pd
Source: the Open Molecules 2025 dataset
Level of theory: ωB97M-V/def2-TZVPD

Structure (XYZ):
```
46
Properties=species:S:1:pos:R:3:forces:R:3:mulliken_charge:R:1
Pd -0.470 -0.510 0.480 -0.110 -0.546 -0.155 1.1509
C 1.947 3.562 1.782 0.002 0.025 0.008 -0.7643
O 0.948 2.800 1.124 -0.028 0.076 0.000 -0.0372
C -0.324 3.381 1.238 -0.019 0.020 0.030 -0.5893
C -1.320 2.602 0.419 -0.005 -0.073 -0.136 -0.7374
O -1.548 1.239 0.833 0.177 0.176 0.473 -0.1721
C -2.184 1.138 2.127 -0.056 0.071 -0.051 -0.6980
H 1.984 4.582 1.387 0.000 0.001 -0.001 0.3362
H 2.901 3.074 1.597 -0.014 0.018 0.013 0.1875
H 1.763 3.605 2.860 0.000 -0.001 -0.002 0.3191
H -0.325 4.405 0.840 -0.009 0.008 0.021 0.4184
H -0.635 3.445 2.289 0.014 -0.014 -0.002 0.4324
H -1.005 2.545 -0.622 0.055 -0.014 0.010 0.3390
H -2.287 3.107 0.468 -0.007 -0.005 -0.069 0.3876
H -2.990 1.869 2.178 -0.011 -0.001 0.013 0.3697
H -1.464 1.320 2.924 0.003 -0.003 -0.001 0.2482
H -2.597 0.136 2.201 0.008 -0.006 -0.006 0.2152
C -1.539 -2.961 -3.414 -0.010 -0.001 -0.014 -1.6989
C -1.232 -2.174 -2.144 0.000 0.008 0.035 0.8305
O -0.789 -0.882 -2.557 0.049 0.004 0.065 -0.5841
P -2.678 -2.092 -1.044 -0.100 -0.114 0.013 0.5587
O -3.817 -1.405 -1.882 -0.015 0.004 0.029 -0.5269
O -3.154 -3.549 -0.768 0.023 0.014 0.067 -0.4934
O -2.351 -1.319 0.219 0.156 0.229 -0.213 -0.4710
P -0.016 -3.125 -1.102 -0.011 -0.057 0.001 0.9422
O 1.332 -3.147 -1.946 -0.041 -0.042 0.063 -0.5475
O -0.624 -4.459 -0.878 -0.030 -0.021 0.005 -0.8314
O 0.282 -2.307 0.167 0.183 0.406 -0.124 -0.7020
H -2.329 -2.464 -3.974 0.000 0.001 0.004 0.4222
H -1.835 -3.983 -3.189 0.000 -0.004 -0.005 0.3606
H -0.641 -2.977 -4.031 -0.001 0.002 0.003 0.4596
H -0.999 -0.215 -1.892 -0.006 0.000 0.011 0.3506
H -4.705 -1.402 -1.500 -0.009 -0.018 -0.001 0.3786
H -2.370 -4.149 -0.614 0.029 -0.026 -0.047 0.4347
H 1.500 -4.007 -2.354 -0.003 -0.006 -0.007 0.3575
Br 5.956 0.987 1.023 -0.013 0.003 0.004 -0.0682
C 4.127 0.612 0.882 0.008 -0.018 -0.018 0.1008
C 3.426 0.136 1.980 0.006 0.006 -0.002 -0.7049
C 2.080 -0.122 1.834 -0.012 -0.002 -0.004 -0.4799
N 1.440 0.081 0.678 -0.209 -0.054 -0.033 0.4178
C 2.117 0.530 -0.381 0.023 -0.013 0.005 -0.1993
C 3.466 0.812 -0.320 0.002 -0.009 0.011 -0.7528
H 3.914 -0.039 2.927 -0.004 -0.003 0.001 0.4852
H 1.494 -0.509 2.656 -0.002 -0.009 0.000 0.5277
H 1.565 0.657 -1.302 -0.016 -0.010 0.008 0.5199
H 3.985 1.172 -1.196 0.000 -0.002 -0.003 0.5079
```
Positions in Å, forces in eV/Å.

Computed properties:
Kohn-Sham gap (eV): 9.09
E_LUMO (eV): -3.759
Total charge: +1
Spin multiplicity: 1
HOMO (eV): -12.85
ΔE to the lowest compared entry with this formula, charge and spin (kcal per mole): 18.3

=====

Formula: C24H37ClDyN2O3
Source: the Open Molecules 2025 dataset
Level of theory: ωB97M-V/def2-TZVPD

Structure (XYZ):
```
68
Properties=species:S:1:pos:R:3:forces:R:3:mulliken_charge:R:1
Dy -0.104 -0.778 1.023 0.940 0.941 -0.855 -1.2628
Cl -1.311 -1.965 2.812 -1.190 -1.265 1.746 -0.5961
N -1.014 -1.486 -1.061 0.353 -2.463 -1.920 -0.3410
N 1.333 1.136 1.482 2.413 0.490 0.586 -0.3788
C -0.709 -2.757 -1.325 -0.731 2.673 0.794 1.2497
C 2.623 0.939 1.681 -2.575 0.547 -0.399 0.9991
C -1.811 -1.019 -2.238 -0.035 -0.319 0.293 4.9057
C -2.381 -2.334 -2.768 0.057 -0.615 0.247 -2.0664
C -0.856 -0.435 -3.269 0.206 0.140 -0.103 -2.3120
C -2.892 -0.018 -1.872 -0.171 -0.048 -0.256 -3.1545
H -0.073 -1.163 -3.532 -0.173 0.228 0.060 0.0531
H -0.378 0.468 -2.872 -0.029 -0.145 -0.140 0.1474
H -1.421 -0.178 -4.176 0.181 0.038 0.152 0.5810
H -3.650 -0.489 -1.238 0.146 0.142 -0.034 0.0667
H -3.383 0.325 -2.796 0.071 -0.028 0.287 0.7626
H -2.477 0.861 -1.363 -0.025 -0.256 -0.102 0.2087
C 1.121 2.612 1.310 0.067 -0.574 0.034 4.4780
C 2.500 3.188 1.617 0.743 -0.097 0.119 -1.8293
C 0.108 3.167 2.294 -0.144 0.083 0.160 -2.0452
C 0.707 2.901 -0.126 0.008 0.010 -0.138 -2.9118
H 1.453 2.487 -0.818 -0.218 0.101 0.049 0.2565
H 0.646 3.988 -0.273 -0.052 -0.218 -0.075 0.5673
H -0.277 2.460 -0.348 0.246 0.099 0.028 0.3139
H 0.412 2.927 3.321 -0.145 0.011 -0.157 0.3058
H -0.892 2.764 2.102 0.362 0.076 0.070 -0.4646
H 0.079 4.263 2.193 -0.079 -0.277 0.039 0.5823
O 3.375 2.023 1.728 0.580 0.790 0.058 -0.0824
H 2.542 3.712 2.584 0.003 -0.121 -0.304 0.1744
H 2.909 3.828 0.824 -0.135 -0.159 0.228 0.2665
O -1.415 -3.343 -2.270 -0.392 0.059 -0.916 -0.2385
H -2.413 -2.428 -3.862 0.036 0.072 0.387 0.3614
H -3.362 -2.578 -2.331 0.305 0.007 -0.115 0.2020
C 0.396 -3.519 -0.657 -0.460 -0.050 0.061 -1.9663
C 3.317 -0.384 1.798 -0.174 0.335 0.409 -1.6924
C 3.103 -1.158 0.522 0.989 -0.136 -2.004 -0.1089
H 2.840 -0.915 2.640 0.276 0.058 -0.393 0.2825
H 4.370 -0.209 2.037 -0.181 0.012 -0.039 0.4277
C 1.931 -1.837 0.355 -0.700 -1.057 2.548 1.1447
C 1.677 -2.700 -0.673 1.250 0.355 -1.472 0.0477
H -2.008 -0.203 2.011 -0.041 0.253 -0.125 0.0103
C 2.556 -2.670 -1.782 -0.528 -0.185 0.458 1.8217
C 3.671 -1.827 -1.728 0.054 -0.236 0.081 -1.6828
C 2.252 -3.486 -2.995 0.159 -0.199 -0.572 -1.7893
C 3.988 -1.097 -0.579 -0.247 0.174 0.712 1.6921
H 4.335 -1.767 -2.596 -0.183 -0.025 0.241 0.1485
C 5.195 -0.215 -0.519 0.479 0.201 -0.243 -1.6174
H 5.758 -0.258 -1.455 -0.018 0.048 0.077 0.4244
H 5.876 -0.510 0.288 -0.062 0.006 -0.063 0.3092
H 4.926 0.835 -0.337 0.024 -0.187 -0.038 0.1849
H 2.053 -4.532 -2.739 0.028 0.078 -0.039 0.3073
H 3.088 -3.468 -3.699 -0.070 -0.026 0.002 0.4419
H 1.368 -3.116 -3.533 0.096 -0.051 0.121 0.1950
H 0.496 -4.495 -1.147 -0.066 0.186 0.106 0.5359
H 0.066 -3.686 0.387 0.333 -0.017 -0.356 0.3389
C -3.502 2.446 1.080 -0.356 0.291 -0.010 -2.1687
C -3.312 1.179 1.881 1.065 -0.492 -0.272 2.5362
C -3.139 1.432 3.374 -0.039 0.209 0.193 -1.5734
C -4.377 0.118 1.626 -0.270 0.095 -0.138 -1.8623
O -2.010 0.596 1.419 -1.868 0.451 0.873 1.1185
H -4.432 2.948 1.380 0.157 -0.107 -0.050 0.5373
H -3.572 2.236 0.006 0.055 0.015 0.246 0.1235
H -2.679 3.152 1.250 -0.199 -0.174 -0.080 0.1342
H -4.042 1.881 3.800 0.068 -0.047 -0.053 0.4450
H -2.930 0.496 3.910 -0.082 0.132 -0.159 0.3447
H -2.297 2.112 3.553 -0.222 -0.113 -0.037 0.1408
H -4.566 -0.002 0.553 0.057 0.055 0.234 0.1801
H -4.069 -0.855 2.030 -0.009 0.216 -0.009 0.2903
H -5.321 0.402 2.103 0.066 0.007 -0.033 0.4995
```
Positions in Å, forces in eV/Å.

Computed properties:
Kohn-Sham gap (alpha / beta) (eV): 1.86 / 4.68
E_LUMO (alpha / beta) (eV): 2.594 / 2.708
Total charge: -1
Spin multiplicity: 6
<S²>: 9.562
HOMO (alpha / beta) (eV): 0.73 / -1.98

=====

Formula: C23H32N4O3
Source: the Open Molecules 2025 dataset
Level of theory: ωB97M-V/def2-TZVPD

Structure (XYZ):
```
62
Properties=species:S:1:pos:R:3:forces:R:3:mulliken_charge:R:1
C 4.466 -0.238 -2.651 0.210 -0.032 0.074 -0.8589
H 4.518 -0.366 -1.565 0.000 -0.016 -0.041 0.3241
O 3.140 -0.094 -3.093 -0.365 -0.061 -0.084 -0.4705
C 2.266 -1.121 -2.883 -0.172 0.060 -0.053 0.6695
C 2.586 -2.318 -2.254 0.218 0.195 0.015 -0.2707
C 1.623 -3.309 -2.093 -0.093 -0.067 -0.159 0.2275
C 0.334 -3.092 -2.554 0.036 -0.102 0.000 -0.3402
C 0.010 -1.898 -3.178 0.134 0.063 -0.079 -0.2938
C 0.966 -0.917 -3.345 0.180 0.027 -0.027 -0.6123
H 0.729 0.019 -3.823 -0.033 0.146 -0.050 0.4252
H -0.995 -1.720 -3.526 -0.094 0.021 -0.009 0.2836
H -0.414 -3.860 -2.422 -0.095 -0.119 0.019 0.4107
C 1.978 -4.590 -1.393 0.001 0.037 0.166 -1.4878
H 1.328 -5.393 -1.743 0.071 -0.018 0.004 0.4176
H 3.015 -4.862 -1.606 -0.047 -0.031 -0.027 0.4490
C 1.802 -4.464 0.131 -0.055 -0.160 -0.129 -0.5990
C 0.334 -4.228 0.439 0.327 0.052 0.274 0.7023
O -0.463 -5.140 0.292 -0.080 -0.420 -0.250 -0.7057
N -0.075 -3.009 0.866 -0.212 0.085 0.183 0.2254
C 0.705 -1.820 1.115 0.282 0.312 -0.148 -1.0315
H 0.608 -1.559 2.178 0.082 -0.024 -0.023 0.2645
C 0.215 -0.647 0.267 -0.004 0.022 0.270 0.5025
H 0.372 -0.858 -0.790 0.023 -0.033 -0.011 -0.7028
H 0.769 0.251 0.540 -0.011 -0.020 -0.063 0.5418
C -1.278 -0.405 0.493 0.301 -0.574 0.006 -0.4294
N -1.750 0.632 -0.393 -0.339 0.716 0.199 0.9724
C -2.157 1.888 -0.101 0.052 0.162 -0.426 0.5548
C -2.533 2.481 -1.292 0.080 -0.005 0.297 -0.9290
C -2.298 1.494 -2.254 -0.064 0.093 0.266 -0.5603
N -1.828 0.396 -1.700 0.187 -0.538 -0.502 -0.9945
H -2.453 1.545 -3.313 -0.027 -0.035 -0.237 0.4688
H -2.912 3.472 -1.435 -0.042 0.229 0.023 0.4501
N -2.220 2.423 1.191 -0.444 -0.062 -0.172 -0.0336
C -1.163 2.538 2.053 -0.169 0.107 0.416 0.5595
O -0.086 2.026 1.846 0.195 -0.026 -0.058 -0.5755
C -1.485 3.346 3.294 0.175 0.174 0.093 -1.1896
C -1.081 4.826 3.141 0.047 -0.016 -0.108 0.6872
C -1.804 5.493 1.972 0.106 0.012 0.276 -1.4650
H -2.884 5.390 2.069 -0.150 0.009 -0.057 0.3281
H -1.488 5.060 1.025 0.009 -0.015 -0.147 0.2813
H -1.570 6.555 1.950 -0.010 0.098 -0.055 0.4453
C 0.431 4.961 2.985 -0.187 0.049 0.083 -1.3787
H 0.943 4.558 3.855 0.117 -0.050 0.061 0.3459
H 0.709 6.007 2.875 0.054 0.108 -0.004 0.4065
H 0.775 4.417 2.109 0.090 -0.033 -0.083 0.2814
H -1.381 5.335 4.065 0.001 -0.085 -0.064 0.3250
H -2.551 3.277 3.522 -0.010 -0.028 0.027 0.3874
H -0.920 2.917 4.123 -0.074 -0.078 -0.049 0.3743
H -3.018 3.018 1.357 0.116 -0.151 0.080 0.3540
C -2.044 -1.702 0.232 0.096 0.068 0.272 -0.5537
C -1.488 -2.808 1.123 -0.370 -0.174 -0.175 -1.1327
H -1.623 -2.542 2.179 0.001 -0.039 0.004 0.3732
H -1.994 -3.755 0.927 0.046 0.187 0.125 0.4956
H -1.918 -1.970 -0.816 -0.047 -0.045 0.002 0.2149
H -3.107 -1.565 0.434 -0.045 0.020 -0.030 0.3949
H -1.449 -0.068 1.521 -0.016 0.007 -0.143 0.2224
H 1.757 -1.989 0.902 -0.068 -0.005 0.071 0.4131
H 2.461 -3.696 0.526 0.027 -0.025 -0.003 0.2682
H 2.067 -5.419 0.590 -0.056 0.086 0.061 0.4703
H 3.586 -2.503 -1.891 0.130 0.001 0.019 0.5135
H 4.966 -1.081 -3.141 -0.024 0.023 0.038 0.3368
H 4.972 0.686 -2.927 0.009 -0.080 0.041 0.2464
```
Positions in Å, forces in eV/Å.

Computed properties:
Kohn-Sham gap (eV): 8.84
E_LUMO (eV): 0.570
SMILES: COc1cccc(CCC(=O)N2CCC(n3nccc3NC(=O)CC(C)C)CC2)c1
Spin multiplicity: 1
HOMO (eV): -8.27
ΔE to the lowest compared entry with this formula, charge and spin (kcal per mole): 40.2

=====

Formula: C8H16N2OS
Source: the Open Molecules 2025 dataset
Level of theory: ωB97M-V/def2-TZVPD

Structure (XYZ):
```
28
Properties=species:S:1:pos:R:3:forces:R:3:mulliken_charge:R:1
C 2.247 1.468 -0.888 0.200 -1.532 -0.208 -0.4728
C 3.314 0.464 -0.296 -4.170 -0.742 0.043 -0.6262
C -2.419 -1.354 1.261 -0.399 -0.634 1.021 -0.6281
C 1.012 1.711 0.052 0.330 -0.966 1.407 -0.8919
C -0.990 -1.534 0.672 0.085 -0.708 -1.199 -0.8425
C 2.597 -0.347 0.917 0.057 1.184 -0.008 -0.7192
C -3.268 -0.872 0.109 0.197 -0.124 0.334 -0.8247
C 0.050 -0.538 0.787 3.472 -1.171 2.134 0.6712
N -0.056 0.718 0.485 0.751 1.999 -1.463 -0.3115
N -2.086 0.437 -2.146 -0.507 0.067 0.786 -0.5936
O 1.377 -1.099 1.035 -2.451 1.030 -1.512 -0.3094
S -2.433 0.706 -0.350 -0.338 0.025 -1.249 0.0149
H 2.664 2.472 -1.147 -0.262 -0.705 0.369 0.3905
H 1.947 1.002 -1.845 -0.328 0.428 0.355 0.2745
H 3.759 -0.185 -1.056 -0.071 0.194 0.211 0.3759
H 4.012 0.994 0.265 1.684 0.792 0.711 0.3306
H -2.837 -2.344 1.704 0.779 1.652 -0.764 0.2900
H -2.564 -0.556 2.001 0.841 -0.483 0.473 0.3783
H 1.419 2.161 1.020 -0.728 -0.110 -1.284 0.3334
H 0.427 2.349 -0.540 -0.795 1.709 -0.193 0.3697
H -0.550 -2.512 0.877 -0.129 0.117 0.285 0.4297
H -1.073 -1.482 -0.455 -0.660 -0.720 0.384 0.2027
H 3.155 -1.223 1.033 2.104 -0.629 0.953 0.3900
H 2.613 0.411 1.745 0.176 -0.990 -0.300 0.3443
H -3.198 -1.703 -0.548 -0.047 -0.008 -1.648 0.4106
H -4.317 -0.758 0.365 -0.061 0.543 0.033 0.4410
H -3.001 0.244 -2.584 0.397 0.178 0.183 0.2718
H -1.803 1.372 -2.474 -0.128 -0.395 0.145 0.3008
```
Positions in Å, forces in eV/Å.

Computed properties:
Kohn-Sham gap (alpha / beta) (eV): 4.14 / 7.38
E_LUMO (alpha / beta) (eV): 0.491 / -1.196
Spin multiplicity: 3
<S²>: 2.009
HOMO (alpha / beta) (eV): -3.65 / -8.58
ΔE to the lowest compared entry with this formula, charge and spin (kcal per mole): 44.9

=====

Respective energy values: -17144.917; -10446.259; -123764.144; -71217.273; -36474.399; -24410.500 eV.